Entry 1:
Molecular formula: C5H7N2O
Method: DFT, ωB97M-V/def2-TZVPD

## Properties
DFT total energy, eV: -10318.01755
Frontier orbital gap, eV: 9.60
Max |F|, eV/Å: 5.2
Spin multiplicity: 1
Total charge: +1
HOMO level, eV: -14.06

```
15
Properties=species:S:1:pos:R:3:forces:R:3
C 1.7278 1.0882 -0.1454 1.4 1.6 -1.0
C 0.8101 -0.9325 0.2264 -0.3 2.9 -0.7
C -2.2269 -1.0172 -0.2803 1.5 -0.8 0.5
C -1.5357 0.1283 -0.1810 0.5 -2.5 0.1
C -0.1573 0.2400 0.6027 -3.3 -2.4 -0.1
N 1.9347 -0.1725 -0.3734 -1.1 -1.5 0.9
N 0.5766 1.4289 0.3664 2.3 -4.5 -0.7
O 0.6901 -2.0847 0.2884 0.1 -1.3 0.2
H 2.4935 1.8149 -0.4139 -0.3 0.1 0.1
H -3.0841 -1.3543 -0.8382 -0.6 1.4 -0.3
H -1.8777 -1.9565 0.1589 0.6 0.5 0.3
H -1.8867 1.0040 -0.6046 -0.5 1.8 -0.9
H -0.5955 0.0546 1.5811 1.0 0.5 0.7
H 2.7213 -0.5809 -0.8483 0.3 0.0 0.0
H 0.4098 2.3399 0.4614 -1.6 4.3 0.9
```
Positions in Å, forces in eV/Å.

Atom charges from the natural (NBO) analysis, given in e for atoms 1 to 6:
1. C 0.398
2. C 0.712
3. C -0.335
4. C -0.213
5. C -0.227
6. N -0.580


Entry 2:
Molecular formula: C34H30F6N3O2
Method: DFT, ωB97M-V/def2-TZVPD

## Properties
DFT total energy, eV: -60610.27434
Frontier orbital gap, eV: 4.98
Max |F|, eV/Å: 1.8
Spin multiplicity: 1
Total charge: +1
HOMO level, eV: -10.67

```
75
Properties=species:S:1:pos:R:3:forces:R:3
O -1.0521 -3.2632 -0.7605 0.7 -0.4 1.0
C -0.3118 -3.7140 0.1178 -0.4 0.5 -0.4
N 0.6305 -4.6654 -0.1595 -0.2 0.0 0.2
C 0.8735 -5.1063 -1.5190 0.2 -0.1 -0.1
C 1.9952 -4.3100 -2.1804 -0.4 1.0 0.3
C 3.3289 -4.2972 -1.4067 -0.6 -0.1 -0.1
C 4.3917 -4.1582 -2.5022 0.2 0.0 0.1
C 3.6332 -4.2785 -3.8314 -0.3 0.8 -0.3
N 2.3081 -4.8294 -3.5011 0.1 -0.8 -0.2
N -0.3179 -3.3101 1.4615 0.3 -0.7 -1.1
C -1.1401 -2.3415 2.0204 -0.7 0.9 0.8
C -0.8899 -1.9254 3.3442 0.0 -0.1 -0.5
C -1.7041 -0.9693 3.9384 -0.2 0.0 0.0
C -1.3965 -0.4918 5.3370 0.1 0.4 0.8
F -2.5357 -0.2051 6.0403 1.1 -0.2 -0.6
F -0.6969 -1.4190 6.0597 -0.6 0.8 -0.6
F -0.6426 0.6573 5.3164 -0.7 -1.1 0.1
C -2.7917 -0.4195 3.2644 0.0 -0.1 -0.1
C -3.0419 -0.8369 1.9575 0.3 -0.1 0.3
C -4.2453 -0.2731 1.2448 -0.7 0.4 -0.3
F -4.4105 -0.7910 -0.0085 0.1 0.5 1.1
F -5.3950 -0.5352 1.9502 1.0 0.3 -0.7
F -4.1626 1.0909 1.1161 -0.1 -1.3 0.1
C -2.2310 -1.7774 1.3329 0.1 -0.2 -0.1
H 1.1799 -5.0553 0.5910 0.0 0.1 -0.2
H 1.1520 -6.1710 -1.4996 0.0 0.2 0.0
H -0.0512 -4.9878 -2.1011 0.2 -0.1 0.4
H 1.6485 -3.2539 -2.3048 0.1 -0.4 0.4
H 3.3387 -3.4758 -0.6795 0.1 -0.3 -0.2
H 3.4515 -5.2478 -0.8718 0.0 0.2 0.0
H 4.8903 -3.1861 -2.4388 0.1 -0.3 -0.1
H 5.1372 -4.9499 -2.3923 0.0 0.2 -0.1
H 3.4521 -3.2689 -4.2392 0.5 -0.2 -0.1
H 4.1874 -4.8632 -4.5717 -0.3 0.0 0.1
H 1.5999 -4.5056 -4.1623 0.4 0.0 0.2
H 0.3821 -3.7449 2.0516 -0.3 0.3 0.0
H -0.0618 -2.3546 3.9090 -0.2 0.1 -0.1
H -3.4433 0.3008 3.7504 0.1 -0.1 -0.1
H -2.4299 -2.0945 0.3145 0.0 0.1 0.3
C 1.4546 -7.2127 -11.2175 0.1 0.2 0.0
O 1.0765 -6.0961 -10.3899 -0.1 -0.3 1.4
C 0.9575 -6.2895 -9.0497 0.2 -0.1 -0.5
C 0.5146 -5.1921 -8.2752 -0.1 0.0 0.0
C 0.3067 -5.3196 -6.9190 -0.1 0.0 -0.3
C 0.5736 -6.5389 -6.2420 -0.1 0.0 0.4
C 0.2309 -6.7372 -4.8516 -0.7 -1.0 -1.4
C 0.7105 -7.8472 -4.0464 -0.5 -0.8 0.9
C -0.2502 -8.1080 -3.0116 1.1 -0.8 -0.4
C -0.1583 -9.2300 -2.2015 -0.1 0.8 -0.2
C 0.9323 -10.0885 -2.3717 0.5 0.1 -0.4
C 1.8956 -9.8312 -3.3592 -0.2 -0.1 0.2
C 1.7836 -8.7228 -4.2068 -0.1 0.2 0.0
C -1.3089 -7.1219 -3.1191 -0.7 1.1 -0.5
C -1.0065 -6.2619 -4.2377 -0.7 -0.3 1.2
C -1.9693 -5.3273 -4.6233 0.1 -0.1 0.1
C -3.1300 -5.1758 -3.8527 -0.2 -0.1 0.2
C -3.3959 -6.0103 -2.7586 0.2 0.5 -0.4
C -2.4931 -7.0175 -2.4065 0.8 -0.1 -0.2
C 1.0252 -7.6279 -7.0364 0.3 0.0 0.0
C 1.2366 -7.5109 -8.3987 -0.1 0.2 -0.2
H 1.4649 -6.8067 -12.2297 0.0 -0.1 0.2
H 2.4528 -7.5812 -10.9536 -0.2 0.1 0.0
H 0.7242 -8.0249 -11.1499 0.0 0.2 0.0
H 0.3184 -4.2557 -8.7886 0.0 -0.1 0.1
H -0.0857 -4.4730 -6.3604 0.3 -0.1 -0.2
H -0.9310 -9.4111 -1.4574 0.2 -0.1 -0.1
H 1.0387 -10.9615 -1.7292 0.0 0.2 -0.2
H 2.7331 -10.5190 -3.4829 -0.2 0.2 0.1
H 2.5112 -8.5394 -4.9915 0.1 -0.1 0.3
H -1.8359 -4.7401 -5.5234 -0.1 0.1 0.2
H -3.8541 -4.4025 -4.1176 0.3 -0.3 0.0
H -4.3075 -5.8757 -2.1775 0.2 0.0 -0.2
H -2.6810 -7.7090 -1.5879 -0.1 0.2 -0.1
H 1.1403 -8.6131 -6.5891 0.0 0.3 -0.1
H 1.6005 -8.3608 -8.9746 -0.2 0.2 0.3
```
Positions in Å, forces in eV/Å.

Atom charges from the Löwdin analysis, given in e for atoms 1 to 6:
1. O 0.046
2. C -0.485
3. N 0.075
4. C -0.141
5. C -0.347
6. C -0.136


Entry 3:
Molecular formula: C23H72N12O13
Method: DFT, ωB97M-V/def2-TZVPD

## Properties
DFT total energy, eV: -69510.59419
Frontier orbital gap, eV: 8.26
Max |F|, eV/Å: 11.7
Spin multiplicity: 1
HOMO level, eV: -8.31

```
120
Properties=species:S:1:pos:R:3:forces:R:3
C -8.0660 12.4850 -5.8530 0.4 1.6 -1.2
O -6.8510 13.0810 -6.3650 0.2 0.0 0.4
H -8.3370 12.9110 -4.8960 0.5 -0.1 0.4
H -7.9980 11.4350 -5.8600 0.1 -1.4 0.3
H -8.8910 12.7890 -6.4620 -0.6 -0.1 -0.6
H -6.8190 13.0970 -7.3380 -0.6 -0.1 0.6
C -13.2020 13.6450 -7.6990 0.5 0.9 0.0
O -13.6770 13.7250 -9.0350 0.9 1.1 -1.3
H -13.9830 13.3060 -7.0110 0.0 -0.3 -0.4
H -12.9730 14.6600 -7.3600 0.2 0.0 0.2
H -12.2820 13.0360 -7.6110 -0.5 0.1 0.1
H -13.2010 14.4990 -9.5080 -1.2 -1.5 1.4
C -8.6230 16.9670 -10.8250 -5.9 -0.2 2.1
O -9.8880 16.7800 -10.3450 5.4 0.5 -2.2
N -8.3590 17.7140 -11.8530 -2.2 3.8 -4.4
N -7.5440 16.5150 -10.2990 0.1 -3.9 4.1
H -9.1540 18.2720 -12.2790 1.6 -1.3 0.7
H -7.4190 17.9990 -12.1240 -0.6 -0.3 0.3
H -7.7110 15.6960 -9.6620 0.2 0.7 0.0
H -6.6190 16.6190 -10.5850 1.2 0.6 -1.0
C -12.2110 18.4780 -5.1920 -8.3 -5.9 -0.9
O -13.3610 18.2720 -5.9020 5.1 0.9 3.0
N -11.8650 17.6330 -4.1970 0.7 -1.9 0.9
N -11.5100 19.4930 -5.2670 0.1 6.7 -2.9
H -12.5040 16.8550 -4.0280 0.1 0.8 0.1
H -11.0550 17.7220 -3.5200 -1.7 0.6 -1.3
H -11.9280 20.2530 -5.7950 0.3 -0.3 -0.1
H -10.5940 19.6130 -5.0470 3.2 0.2 1.3
C -11.5040 15.5250 -1.8910 -5.1 3.9 -0.2
O -12.6020 16.3960 -1.7880 6.1 -5.1 -0.1
N -10.8370 15.3130 -3.0240 1.2 1.2 -1.7
N -11.1120 14.6620 -0.9430 -3.3 0.9 4.6
H -10.9450 15.9030 -3.8770 0.1 -0.7 1.2
H -9.9420 14.8610 -2.9020 0.2 0.2 -0.4
H -10.3160 14.0730 -0.7810 0.3 0.3 -0.7
H -11.7310 14.8240 -0.0760 1.6 -0.6 -1.7
C -7.3170 16.7830 -2.6100 -4.4 4.3 -0.8
O -8.3900 17.6550 -2.8850 5.0 -4.2 1.7
N -6.9920 15.8770 -3.4790 0.1 -4.0 -2.7
N -6.5720 16.8890 -1.5260 -3.2 3.9 3.0
H -7.7540 15.7950 -4.2190 1.7 -0.7 0.6
H -6.2590 15.0550 -3.4010 -2.2 2.5 0.1
H -7.1330 17.5200 -0.8250 2.2 -1.7 -1.5
H -5.8400 16.2980 -1.2560 0.8 -0.8 0.3
C -9.0610 13.5520 -9.6740 1.9 4.5 6.2
O -8.3370 14.3650 -8.7730 -2.2 -3.6 -4.1
N -10.3280 13.5940 -9.6980 -4.8 1.0 -0.7
N -8.5980 12.5440 -10.2900 4.5 -3.7 -2.5
H -10.8010 14.3870 -9.2830 -0.2 -0.1 -0.2
H -10.8360 12.9310 -10.3190 0.2 1.2 1.1
H -7.6460 12.3960 -10.0270 0.6 -0.5 -0.4
H -9.0010 11.8680 -10.9580 0.0 1.2 0.9
C -12.0900 12.4330 -4.7940 4.8 -1.5 -2.5
O -10.9830 12.5470 -5.5600 -5.3 -0.4 2.7
N -13.1150 11.5450 -5.0080 0.6 0.8 -0.1
N -12.1090 12.9920 -3.6010 -0.7 0.8 2.4
H -13.8230 11.3440 -4.3320 -0.1 0.3 0.2
H -13.1830 11.0580 -5.8570 0.2 -0.4 -1.1
H -11.4130 13.6990 -3.2850 -1.0 -1.0 -1.0
H -12.8880 12.8070 -2.9490 0.8 0.3 -0.8
C -12.4070 18.5450 -8.8710 0.5 2.0 0.0
C -13.1060 17.3080 -9.3370 -9.1 6.7 3.1
C -14.0770 17.5510 -10.5070 -1.2 2.9 2.1
O -12.4670 16.2810 -9.5910 6.4 -7.6 -1.5
H -13.1010 19.3730 -8.4390 1.0 -1.6 -1.1
H -11.8340 18.8970 -9.7530 -0.1 0.5 0.4
H -11.6740 18.3960 -8.0730 -0.1 -0.4 -0.1
H -13.8940 17.1010 -8.5360 1.1 -0.1 -0.2
H -14.6700 18.4970 -10.3860 0.4 -0.7 0.3
H -14.7880 16.7770 -10.5460 -0.7 -1.2 -0.3
H -13.5910 17.7210 -11.3930 1.5 -0.1 -2.5
H -11.6440 16.5450 -10.0310 0.6 -0.5 -0.2
C -7.5350 19.9270 -9.3780 1.6 0.3 -1.4
C -9.0270 20.0520 -9.3220 2.8 -4.5 7.1
C -9.3580 20.9070 -8.1230 2.8 -1.1 0.2
O -9.5660 20.4730 -10.3680 -3.6 4.8 -6.7
H -7.0710 19.2880 -8.6310 -0.2 0.0 0.3
H -7.1090 20.9320 -9.3310 0.3 0.0 0.1
H -7.2300 19.5050 -10.3600 -0.1 0.2 0.4
H -9.3520 19.0100 -9.1950 -0.3 -0.1 0.9
H -8.7120 20.5540 -7.2770 -0.8 0.6 -0.6
H -10.3410 20.8780 -7.8610 -2.9 -0.3 0.8
H -9.1270 21.9050 -8.4010 0.4 1.2 0.0
H -9.6320 19.7920 -11.0010 -0.3 -0.9 -1.1
C -9.0230 17.5880 -6.9030 0.3 0.2 0.5
C -9.2140 16.4790 -5.8590 -8.2 4.7 -2.4
C -10.4720 15.6730 -6.2640 -1.5 0.8 -0.7
O -8.3720 15.5710 -5.8080 8.6 -6.0 1.6
H -9.7610 18.3810 -6.7940 -0.4 -0.4 -0.3
H -8.9870 17.1560 -7.8890 -0.5 -0.2 -0.5
H -8.1020 18.1300 -6.8350 0.9 0.1 0.5
H -9.4310 16.9170 -4.8890 0.4 0.2 0.3
H -11.2470 16.3520 -6.6270 -0.6 -0.3 0.5
H -10.7720 14.9680 -5.4700 -0.2 0.4 -0.5
H -10.2950 15.0240 -7.1480 0.5 0.4 0.4
H -8.4050 14.9410 -6.5330 0.1 -0.1 -0.3
C -7.2540 21.1200 -3.2660 1.0 0.0 0.1
C -7.7380 20.8530 -4.7000 5.5 7.3 0.2
C -6.5720 20.4350 -5.5360 1.2 2.7 -2.4
O -8.6220 20.0140 -4.8580 -8.3 -7.8 -0.4
H -7.0000 20.1980 -2.7050 0.1 0.2 -0.7
H -7.9520 21.6120 -2.6130 -0.6 0.5 0.0
H -6.3490 21.7530 -3.3850 -0.5 -0.3 0.5
H -8.2060 21.8030 -5.1290 1.0 -0.3 0.6
H -5.8440 21.2900 -5.5500 0.0 -1.2 0.2
H -6.7960 20.2770 -6.6310 -0.3 0.3 1.1
H -6.2060 19.4960 -5.2320 0.9 -0.9 0.8
H -8.2630 19.1190 -4.7920 -0.3 -0.3 0.3
C -5.4410 16.0370 -7.6060 -1.4 -0.7 -1.7
C -5.0810 16.7990 -6.3800 3.2 -0.2 -1.3
C -4.3280 18.0730 -6.6060 2.2 0.1 -2.2
O -6.0240 17.2440 -5.6390 -5.1 5.3 1.0
H -4.5010 15.6000 -7.9470 -0.2 -0.3 -0.4
H -5.8610 16.6800 -8.4180 0.5 -0.1 0.6
H -6.2640 15.2560 -7.4940 1.4 0.8 0.4
H -4.5590 16.1630 -5.7180 1.9 -1.4 0.3
H -4.2130 18.7670 -5.8000 -0.5 -0.1 0.9
H -4.7100 18.6360 -7.4550 -0.4 0.0 -0.1
H -3.3150 17.8600 -6.8840 0.9 -0.2 -0.5
H -6.3820 16.6750 -5.0530 -1.7 -3.0 2.5
```
Positions in Å, forces in eV/Å.

Atom charges from the Löwdin analysis, given in e for atoms 1 to 6:
1. C -0.134
2. O -0.151
3. H 0.069
4. H 0.065
5. H 0.037
6. H 0.052


Entry 4:
Molecular formula: C16H21N8O4PtS2
Method: DFT, ωB97M-V/def2-TZVPD

## Properties
DFT total energy, eV: -61937.41857
Frontier orbital gap, eV: 7.84
Max |F|, eV/Å: 0.6
Spin multiplicity: 1
Total charge: +3
HOMO level, eV: -18.23

```
52
Properties=species:S:1:pos:R:3:forces:R:3
Pt 0.2953 -0.4968 -0.4823 0.1 -0.3 -0.1
C 4.0712 1.6447 -0.7097 0.0 0.0 0.0
C 2.6735 1.1514 -0.7652 -0.2 0.3 0.3
N 2.2259 0.0857 -0.1908 0.1 -0.4 -0.5
N 2.9012 -0.6128 0.7925 0.0 0.0 0.1
C 2.1616 -0.8281 1.9116 0.1 0.0 0.0
N 2.7540 -1.2118 3.0166 0.0 0.0 0.0
S 0.4593 -0.5856 1.8587 0.0 0.4 -0.1
C 1.5969 1.9676 -1.3673 0.0 0.0 -0.1
C 1.8207 3.1304 -2.0730 0.0 0.0 0.0
C 0.7268 3.9166 -2.4405 0.0 0.0 0.0
C -0.5433 3.5182 -2.0724 0.0 0.0 0.0
C -0.7023 2.3245 -1.3717 0.0 0.0 0.1
N 0.3390 1.5749 -1.0348 -0.2 -0.1 0.3
H 4.7394 1.0305 -0.1128 0.0 0.0 0.0
H 4.0971 2.6639 -0.3208 0.0 0.0 0.0
H 4.4708 1.6731 -1.7280 0.0 0.0 0.0
H 3.9135 -0.6050 0.8076 0.0 0.0 0.0
H 3.7592 -1.2781 3.1114 0.0 0.0 0.0
H 2.2084 -1.4181 3.8436 0.0 0.0 0.0
H 2.8259 3.4381 -2.3278 0.0 0.0 0.0
H 0.8792 4.8346 -2.9929 0.0 0.0 0.0
H -1.4136 4.1150 -2.3097 0.0 0.0 0.0
H -1.6803 1.9797 -1.0576 0.0 0.0 0.0
C 2.0842 -0.7082 -3.9131 0.0 0.0 0.0
C 0.6188 -0.6238 -3.6982 0.0 -0.1 0.0
N -0.0304 -0.6618 -2.5397 0.1 0.3 0.0
C -1.3821 -0.5880 -2.8047 0.0 -0.1 0.0
C -1.5602 -0.5259 -4.1505 0.0 0.0 0.0
N -0.2986 -0.5459 -4.6772 0.0 0.0 0.0
C -2.7228 -0.4263 -5.1039 0.0 0.0 0.0
O -3.9340 -0.4137 -4.5962 0.0 0.0 0.0
O -2.4575 -0.3508 -6.2674 0.0 0.0 0.0
C -2.3105 -0.6549 -1.6734 0.0 -0.2 0.1
O -3.5053 -0.6393 -1.7606 0.0 0.0 0.0
O -1.6714 -0.7757 -0.4942 -0.1 0.2 0.0
H 2.5996 -0.7735 -2.9570 0.0 0.0 0.0
H 2.4498 0.1565 -4.4681 0.0 0.0 0.0
H 2.3312 -1.6003 -4.4903 0.0 0.0 0.0
H -0.1441 -0.5348 -5.6829 0.0 0.0 0.0
H -3.9634 -0.5103 -3.6237 0.0 0.0 0.0
C 0.8786 -5.7730 -0.4480 0.0 0.0 0.0
N -0.3053 -5.1050 0.1022 0.0 0.0 0.0
C -0.5301 -3.8093 0.1568 0.1 0.0 0.1
N -1.6473 -3.3374 0.6771 0.0 0.2 0.0
S 0.7732 -2.7958 -0.4589 -0.1 0.0 -0.1
H 0.9668 -6.7450 0.0286 0.0 0.0 0.0
H 1.7762 -5.2021 -0.2204 0.0 0.0 0.0
H 0.7799 -5.9056 -1.5241 0.0 0.0 0.0
H -1.0569 -5.7118 0.4053 0.0 0.0 0.0
H -2.3519 -3.9667 1.0378 0.0 0.0 0.0
H -1.8855 -2.3557 0.5984 0.0 -0.1 -0.1
```
Positions in Å, forces in eV/Å.

Atom charges from the natural (NBO) analysis, given in e for atoms 1 to 6:
1. Pt 1.216
2. C -0.703
3. C 0.365
4. N -0.282
5. N -0.429
6. C 0.335


- Which value of max |F| does entry 4 give?
  0.6 eV/Å